Entry from the Open Molecules 2025 dataset: a structure of composition C26H37N2O2PS7Sr (ωB97M-V/def2-TZVPD).

Each line ends with the Löwdin spin population.
Geometry (Å):
Sr 0.052 1.683 0.320  0.007
C 2.505 -4.698 3.644  0.002
C 2.940 -4.254 2.240  0.003
C 2.675 -5.403 1.268  0.002
C 4.448 -3.964 2.244  0.002
C 2.188 -2.983 1.862  0.050
C 2.335 -1.819 2.663  0.111
C 1.663 -0.682 2.287  0.008
N 0.859 -0.575 1.227  0.134
C 0.684 -1.691 0.439  0.127
C 1.369 -2.897 0.772  0.048
C -0.191 -1.591 -0.682  0.131
C -0.414 -2.660 -1.595  0.052
C -1.303 -2.559 -2.631  0.049
C -2.015 -1.340 -2.766  0.106
C -1.727 -0.324 -1.882  0.008
N -0.844 -0.394 -0.887  0.126
C -1.486 -3.728 -3.601  0.002
C -0.158 -4.001 -4.320  0.003
C -1.912 -4.982 -2.827  0.002
C -2.551 -3.435 -4.659  0.000
H 3.051 -5.598 3.941  0.000
H 1.437 -4.920 3.662  0.000
H 2.699 -3.923 4.385  0.001
H 3.239 -6.284 1.584  0.000
H 2.990 -5.149 0.254  0.001
H 1.618 -5.672 1.244  0.001
H 5.004 -4.864 2.520  0.000
H 4.702 -3.177 2.953  0.001
H 4.779 -3.643 1.254  0.000
H 2.968 -1.801 3.539  0.008
H 1.783 0.223 2.880  -0.002
H 1.228 -3.762 0.143  0.002
H 0.147 -3.576 -1.474  0.002
H -2.750 -1.178 -3.538  0.008
H -2.237 0.632 -1.990  -0.002
H 0.630 -4.262 -3.613  0.001
H 0.169 -3.118 -4.873  0.000
H -0.272 -4.828 -5.027  0.001
H -1.162 -5.271 -2.090  0.001
H -2.051 -5.821 -3.515  0.001
H -2.851 -4.809 -2.300  0.000
H -2.284 -2.570 -5.268  0.000
H -3.526 -3.247 -4.204  0.000
H -2.650 -4.296 -5.324  0.000
C -4.380 7.032 1.029  0.000
C -3.006 6.499 1.362  0.000
O -3.123 5.085 1.570  0.000
P -1.791 4.228 1.882  0.000
S -2.378 2.342 2.004  0.001
S -0.316 4.682 0.653  0.000
O -1.350 4.791 3.331  0.000
C -2.231 4.621 4.447  0.000
C -1.497 5.073 5.688  0.000
H -4.335 8.111 0.873  0.000
H -5.082 6.825 1.837  0.000
H -4.757 6.565 0.119  0.000
H -2.608 6.966 2.268  0.000
H -2.299 6.683 0.551  0.000
H -2.523 3.571 4.517  0.000
H -3.136 5.214 4.284  0.000
H -0.612 4.459 5.851  0.000
H -2.148 4.988 6.560  0.000
H -1.181 6.112 5.589  0.000
C 1.004 1.230 -3.521  0.000
S 0.149 2.587 -2.681  0.001
C 1.469 3.714 -2.424  0.000
C 2.504 3.528 -1.567  0.000
S 2.848 2.183 -0.540  0.000
S 3.655 4.852 -1.569  0.000
C 2.907 5.871 -2.747  0.000
S 3.516 7.331 -3.221  0.000
S 1.456 5.190 -3.364  0.000
H 0.280 0.422 -3.629  0.001
H 1.840 0.897 -2.908  0.000
H 1.346 1.559 -4.500  0.000

- spin multiplicity = 2
- orbital gap (spin up / spin down) (Eh) = 0.17753 / 0.25979
- energy (Ha) = -4432.63649
- LUMO level (spin up / spin down) (eV) = 2.24 / 2.23
- net charge = -1

---

Entry from the Open Molecules 2025 dataset: an isolated molecule of C26H37N5O5 (ωB97M-V/def2-TZVPD).

Each line ends with the natural charge from an NBO analysis.
Geometry (Å):
C -6.255 -0.686 -1.587  -0.636
C -6.126 0.701 -0.980  -0.072
O -4.779 1.164 -1.081  -0.531
C -4.167 1.542 0.062  0.909
O -4.672 1.467 1.162  -0.687
N -2.933 2.038 -0.162  -0.450
C -2.273 2.072 -1.445  -0.214
C -0.954 1.300 -1.374  -0.410
C -0.074 1.884 -0.267  -0.063
N 1.184 1.174 -0.189  -0.589
C 2.336 1.828 0.035  0.098
C 3.649 1.428 0.297  0.175
N 4.199 0.227 0.526  -0.641
C 5.622 -0.013 0.400  -0.208
C 5.886 -1.516 0.449  -0.412
C 5.175 -2.266 -0.685  -0.211
N 3.730 -2.240 -0.509  -0.485
C 2.966 -2.155 -1.742  -0.212
C 1.489 -2.508 -1.510  -0.232
N 1.052 -2.128 -0.181  -0.479
C -0.334 -2.106 0.066  0.207
C -0.795 -1.731 1.329  -0.270
C -2.146 -1.667 1.624  -0.299
C -3.091 -1.987 0.657  0.361
O -4.437 -2.014 0.846  -0.521
C -4.957 -1.585 2.086  -0.268
C -2.640 -2.344 -0.613  -0.262
C -1.294 -2.406 -0.903  -0.268
C 1.851 -2.719 0.896  -0.220
C 3.183 -3.250 0.370  -0.219
C 4.140 2.814 0.280  0.409
O 5.223 3.339 0.415  -0.572
C 2.714 3.247 -0.004  0.425
O 2.111 4.281 -0.198  -0.582
C -0.832 1.827 1.064  -0.415
C -2.156 2.575 0.934  -0.221
H -5.668 -1.399 -1.016  0.229
H -5.904 -0.678 -2.616  0.205
H -7.298 -0.991 -1.572  0.212
H -6.749 1.422 -1.522  0.177
H -6.415 0.697 0.075  0.211
H -2.933 1.637 -2.193  0.238
H -2.070 3.117 -1.711  0.189
H -0.441 1.366 -2.334  0.215
H -1.161 0.250 -1.157  0.208
H 0.165 2.928 -0.498  0.233
H 1.144 0.170 -0.058  0.411
H 3.647 -0.600 0.290  0.422
H 6.000 0.401 -0.544  0.186
H 6.149 0.497 1.213  0.212
H 5.555 -1.907 1.412  0.202
H 6.959 -1.689 0.366  0.223
H 5.551 -3.299 -0.743  0.185
H 5.410 -1.773 -1.631  0.205
H 3.052 -1.129 -2.116  0.202
H 3.362 -2.833 -2.516  0.182
H 1.329 -3.583 -1.693  0.175
H 0.898 -1.952 -2.239  0.221
H -0.090 -1.481 2.107  0.220
H -2.447 -1.364 2.614  0.227
H -6.033 -1.735 2.016  0.197
H -4.564 -2.184 2.914  0.169
H -4.751 -0.525 2.255  0.215
H -3.369 -2.591 -1.369  0.225
H -1.007 -2.710 -1.897  0.217
H 1.299 -3.527 1.395  0.198
H 2.062 -1.940 1.638  0.195
H 3.858 -3.410 1.212  0.217
H 3.051 -4.218 -0.142  0.173
H -0.232 2.282 1.853  0.217
H -1.026 0.784 1.323  0.211
H -2.752 2.480 1.843  0.245
H -1.961 3.636 0.743  0.191

- orbital gap (Eh) = 0.29001
- energy (Ha) = -1662.92081
- energy relative to the best compared isomer or geometry (same formula, charge and spin) (kJ/mol) = 317.7
- LUMO level (eV) = 0.41
- SMILES = CCOC(=O)N1CCC(Nc2c(NCCCN3CCN(c4ccc(OC)cc4)CC3)c(=O)c2=O)CC1

---

Entry from the Open Molecules 2025 dataset: a cluster of 8 separate species, C26H38Br4N5O in total in a non-equilibrium geometry (ωB97M-V/def2-TZVPD).

Each line ends with the Löwdin spin population.
Geometry (Å):
C -0.180 -0.053 0.917  0.059
C 0.297 -0.770 -0.338  0.093
O 1.347 -1.630 -0.294  0.800
H -0.945 0.689 0.690  0.002
H 0.674 0.461 1.359  0.000
H -0.764 -0.609 1.650  0.000
H 0.492 -0.030 -1.114  0.000
H -0.621 -1.211 -0.726  0.031
Br -2.942 2.408 -2.833  0.000
C -2.231 0.581 -2.643  0.001
C -2.484 -0.363 -3.839  0.000
Br -1.531 -2.072 -3.711  0.001
H -2.695 0.229 -1.722  0.000
H -1.155 0.672 -2.495  0.001
H -2.187 0.089 -4.786  0.000
H -3.569 -0.432 -3.926  0.000
Br -4.132 -1.243 4.784  0.000
C -2.467 -0.234 4.623  0.000
C -2.531 1.023 3.703  0.000
Br -0.837 2.020 3.812  0.002
H -1.673 -0.914 4.315  0.000
H -2.083 0.010 5.614  0.000
H -3.402 1.631 3.950  0.000
H -2.668 0.676 2.679  0.000
N -2.537 4.109 1.577  0.000
C -3.641 4.267 2.328  0.000
C -4.654 3.480 1.908  0.000
C -4.053 2.716 0.852  0.000
C -2.784 3.187 0.589  0.000
H -1.705 4.671 1.690  0.000
H -3.604 5.028 3.094  0.000
H -5.652 3.440 2.319  0.000
H -4.553 1.942 0.290  0.000
H -2.010 2.896 -0.105  0.000
N 2.369 -1.499 -3.262  0.003
C 2.813 -0.186 -3.259  0.000
C 3.962 -0.109 -4.046  0.000
C 4.122 -1.363 -4.623  0.000
C 3.158 -2.175 -4.139  0.000
H 1.669 -1.912 -2.662  0.002
H 2.326 0.537 -2.621  0.000
H 4.637 0.734 -4.072  0.000
H 4.907 -1.696 -5.286  0.000
H 2.995 -3.231 -4.298  0.000
N 3.534 -0.365 4.025  0.000
C 2.337 -0.778 3.608  0.001
C 2.376 -2.146 3.903  0.001
C 3.747 -2.596 4.073  0.000
C 4.397 -1.375 4.103  0.001
H 3.849 0.594 4.050  0.000
H 1.496 -0.117 3.463  0.000
H 1.497 -2.754 3.748  0.000
H 4.075 -3.618 4.190  0.000
H 5.449 -1.245 4.311  0.000
N 1.466 4.854 -3.065  0.000
C 2.066 4.876 -1.808  0.000
C 1.960 3.673 -1.175  0.000
C 0.937 3.036 -1.935  0.000
C 0.704 3.769 -3.039  0.000
H 1.653 5.449 -3.859  0.000
H 2.710 5.714 -1.587  0.000
H 2.343 3.428 -0.195  0.000
H 0.532 2.073 -1.660  0.000
H -0.053 3.622 -3.795  0.000
N -0.458 -4.024 -0.087  0.000
C -0.335 -4.664 -1.326  0.001
C -0.745 -5.988 -1.233  0.000
C -0.993 -6.177 0.086  0.000
C -0.915 -5.080 0.789  0.000
H -0.185 -3.089 0.178  -0.001
H 0.044 -3.995 -2.084  0.000
H -0.742 -6.763 -1.985  0.000
H -1.260 -7.136 0.506  0.000
H -0.967 -4.946 1.859  0.000

- spin multiplicity = 2
- orbital gap (spin up / spin down) (Eh) = 0.29536 / 0.20480
- energy (Ha) = -11658.36643
- LUMO level (spin up / spin down) (eV) = 0.11 / -2.36

---

- What is the formula in the first record?
  C26H37N2O2PS7Sr

---

- The lowest energy belongs to which entry?
  C26H38Br4N5O